This record from OMol25 describes one molecule with the formula C5H8FNO. The level of theory is the ωB97M-V functional and the def2-TZVPD basis.

Geometry as XYZ:
```
16
Properties=species:S:1:pos:R:3
C 0.863 0.702 -1.602
C -0.549 0.677 -0.983
C -0.582 1.115 0.480
C 0.161 0.114 1.332
F 1.532 0.384 1.370
C -0.037 -1.264 0.789
N -0.652 -1.608 -0.280
O -1.142 -0.625 -1.103
H 1.552 0.053 -1.054
H 0.825 0.373 -2.652
H 1.238 1.726 -1.556
H -1.224 1.304 -1.568
H -1.623 1.112 0.817
H -0.160 2.122 0.645
H -0.185 0.170 2.371
H 0.354 -2.119 1.362
```

**LUMO level**: 0.03190 hartree
**Total charge**: 0
**SMILES**: C[C@@H]1C[C@H](F)C=NO1
**HOMO-LUMO gap**: 10.61 eV

This record from OMol25 describes C6H9N3 as an isolated structure in a non-equilibrium geometry. The level of theory is the ωB97M-V functional and the def2-TZVPD basis.

Geometry as XYZ:
```
18
Properties=species:S:1:pos:R:3
C -4.136 -0.928 -1.518
C -3.051 -0.485 -0.614
N -2.156 -0.145 0.067
H -5.036 -1.141 -0.942
H -3.789 -1.854 -1.977
H -4.206 -0.187 -2.314
C 3.548 0.659 0.300
C 4.952 0.063 0.139
N 5.977 -0.499 0.061
H 3.106 0.148 1.156
H 2.903 0.415 -0.544
H 3.688 1.738 0.353
C -0.725 0.404 1.257
C 0.574 0.329 0.561
N 1.591 0.285 0.067
H -1.376 1.009 0.626
H -0.702 0.758 2.287
H -1.162 -0.570 1.034
```

**LUMO level**: 0.00482 hartree
**Total charge**: 0
**HOMO-LUMO gap**: 9.34 eV

This record from OMol25 describes C22H51BMnN4O2Si2 as an isolated structure in a non-equilibrium geometry. The level of theory is the ωB97M-V functional and the def2-TZVPD basis.

Geometry as XYZ:
```
83
Properties=species:S:1:pos:R:3
O -1.972 -3.090 -3.564
O -3.465 -1.874 -4.852
C -0.683 -3.443 -4.172
C 0.516 -3.121 -3.316
H -0.625 -2.884 -5.116
H -0.715 -4.518 -4.417
H 0.703 -2.046 -3.254
H 1.422 -3.553 -3.753
H 0.447 -3.528 -2.308
C -2.204 -3.527 -2.174
C -3.664 -3.463 -1.817
H -1.625 -2.854 -1.520
H -1.784 -4.539 -2.080
H -3.956 -2.441 -1.555
H -3.836 -4.086 -0.934
H -4.307 -3.842 -2.619
C -3.900 -0.519 -4.464
C -3.136 -2.055 -6.277
C -3.670 -0.250 -3.002
H -4.970 -0.474 -4.709
H -3.354 0.208 -5.088
H -4.386 -0.794 -2.375
H -3.813 0.816 -2.783
H -2.649 -0.496 -2.695
C -3.629 -3.407 -6.735
H -2.043 -1.967 -6.382
H -3.612 -1.233 -6.828
H -3.133 -4.222 -6.186
H -3.422 -3.531 -7.804
H -4.715 -3.495 -6.598
H -2.790 -2.479 -4.184
Mn 0.836 1.227 -1.099
C 0.993 0.461 -2.752
Si 1.045 1.382 -4.408
H 0.135 -0.257 -2.760
H 1.919 -0.153 -2.637
C 1.642 0.100 -5.656
C 2.211 2.848 -4.414
C -0.655 1.981 -4.913
C 2.504 2.228 -0.965
Si 3.041 2.149 0.832
H 2.309 3.264 -1.324
H 3.235 1.798 -1.678
C 4.445 3.381 1.012
C 3.686 0.458 1.313
C 1.680 2.596 2.036
H -0.551 2.867 -5.556
H -1.282 2.261 -4.055
H -1.194 1.212 -5.483
H 2.575 -0.370 -5.317
H 1.832 0.574 -6.628
H 0.899 -0.697 -5.801
H 3.229 2.568 -4.118
H 1.869 3.651 -3.749
H 2.256 3.251 -5.436
H 3.909 -0.178 0.449
H 2.981 -0.086 1.954
H 4.618 0.583 1.883
H 1.324 1.721 2.597
H 0.798 3.052 1.570
H 2.082 3.314 2.765
H 5.173 3.048 1.761
H 4.075 4.366 1.321
H 4.976 3.505 0.062
B -1.436 0.661 1.473
N -0.486 -0.486 1.012
C -0.408 -1.719 1.555
C 0.601 -2.431 0.903
C 1.123 -1.564 -0.065
N 0.459 -0.371 0.002
N -1.792 1.650 0.319
C -2.926 2.365 0.184
C -2.800 3.198 -0.923
C -1.535 2.947 -1.463
N -0.919 1.998 -0.697
H -0.977 1.255 2.430
H -2.480 0.140 1.847
H -1.068 -2.006 2.355
H 0.936 -3.434 1.105
H 1.919 -1.722 -0.775
H -3.746 2.245 0.877
H -3.515 3.910 -1.292
H -1.038 3.389 -2.314
```

**Multiplicity**: 5
**LUMO level (spin up / spin down)**: -0.09091 / -0.07222 hartree
**Total charge**: +1
**HOMO-LUMO gap (spin up / spin down)**: 7.95 / 9.07 eV

This record from OMol25 describes a 2-piece molecular cluster, C2HI2O3P overall in a non-equilibrium geometry. The level of theory is the ωB97M-V functional and the def2-TZVPD basis.

Geometry as XYZ:
```
9
Properties=species:S:1:pos:R:3
C 0.422 -1.289 -0.011
C -0.335 -0.213 0.013
O 1.441 1.143 -1.009
O -0.571 2.531 -0.413
O 1.004 1.717 1.483
P 0.485 1.605 0.071
I -0.451 -3.323 -0.111
I -3.541 -0.726 0.107
H 1.546 -1.445 -0.130
```

**LUMO level (spin up / spin down)**: 0.15752 / 0.15747 hartree
**Total charge**: -2
**HOMO-LUMO gap (spin up / spin down)**: 5.69 / 5.68 eV

This record from OMol25 describes an isolated ion of composition C4H10N and charge +1 in a non-equilibrium geometry. The level of theory is the ωB97M-V functional and the def2-TZVPD basis.

Geometry as XYZ:
```
15
Properties=species:S:1:pos:R:3
C 0.393 0.829 1.391
C 0.101 -0.098 0.212
N -0.304 -1.485 0.475
C -0.783 0.631 -1.257
C 0.718 0.269 -1.140
H 0.814 0.211 2.148
H -0.683 1.054 1.728
H 0.947 1.669 1.074
H 0.612 -1.956 0.915
H -0.643 -1.827 -0.386
H -1.085 -1.650 1.075
H -1.056 1.663 -1.291
H -1.329 0.049 -2.039
H 0.933 -0.549 -1.769
H 1.366 1.190 -1.136
```

**LUMO level**: -0.14168 hartree
**Total charge**: +1
**SMILES**: CC1([NH3+])CC1
**HOMO-LUMO gap**: 9.93 eV

This record from OMol25 describes a 2-piece molecular cluster, CH5INP overall in a non-equilibrium geometry. The level of theory is the ωB97M-V functional and the def2-TZVPD basis.

Geometry as XYZ:
```
9
Properties=species:S:1:pos:R:3
H -0.495 0.422 2.620
P -0.346 1.088 1.334
N -0.633 -0.200 0.521
C -1.028 -0.364 -0.795
H -2.171 -0.381 -0.651
H -0.816 0.534 -1.636
H -0.605 -1.188 -1.355
I 3.727 0.180 -0.346
H 4.494 -1.114 0.200
```

**LUMO level**: -0.00887 hartree
**Total charge**: 0
**SMILES**: [H]/P=N/C.I
**HOMO-LUMO gap**: 8.44 eV

This record from OMol25 describes a 4-piece molecular cluster, C4H13NO3 overall in a non-equilibrium geometry. The level of theory is the ωB97M-V functional and the def2-TZVPD basis.

Geometry as XYZ:
```
21
Properties=species:S:1:pos:R:3
O -2.333 2.067 1.535
C -1.551 1.640 0.601
C -0.210 1.588 0.897
C 0.759 0.763 0.156
C 0.255 0.175 -1.111
N 1.268 -0.103 -2.102
H -3.048 -0.584 1.097
H -3.570 -0.525 0.575
H 0.283 2.090 1.728
H 1.561 1.480 -0.074
H 1.149 0.100 0.959
H -0.484 0.800 -1.638
H -0.353 -0.729 -0.984
H 2.087 -0.622 -1.791
H 0.862 -0.352 -2.986
H -3.162 2.338 1.111
H 0.080 -2.981 0.841
O -0.009 -2.082 0.511
H 0.996 -1.830 0.266
H 3.075 -1.535 0.505
O 2.346 -1.698 -0.096
```

**LUMO level**: -0.15167 hartree
**Total charge**: 0
**HOMO-LUMO gap**: 3.55 eV